1.
{
  "formula": "C27H32N5O9SScSi",
  "method": "ωB97M-V/def2-TZVPD",
  "species": ["H", "H", "O", "C", "C", "H", "H", "O", "H", "N", "C", "H", "C", "C", "C", "H", "H", "C", "C", "O", "H", "H", "H", "C", "N", "H", "H", "H", "C", "C", "C", "H", "C", "S", "H", "O", "C", "H", "C", "O", "H", "H", "Si", "H", "C", "O", "C", "N", "N", "C", "H", "H", "H", "O", "H", "C", "H", "N", "C", "H", "H", "C", "O", "C", "H", "O", "Sc", "C", "C", "C", "H", "H", "C", "C", "H", "H"],
  "positions_angstrom": [[5.24929, 2.60788, -1.25916], [-1.05370, -4.74013, 0.37706], [1.19199, 3.24578, 6.83469], [2.11861, 1.25135, 2.39805], [-0.43185, 1.42257, 2.46580], [-0.24553, -3.62802, -7.07612], [-3.26925, 0.79808, 0.41327], [3.34065, 3.27870, 6.74718], [1.13563, 3.25484, -0.22916], [2.51664, -0.87459, -3.54402], [4.21708, 2.30424, -1.25467], [3.02147, -1.03427, -6.13116], [2.20698, 2.49172, 4.95111], [2.51389, 0.70510, -1.70987], [-2.46305, -0.63797, -1.78308], [0.05881, 2.42854, 4.86886], [1.47901, -4.48710, -1.10560], [1.42120, -2.32544, -6.75075], [2.00374, -0.54022, -2.31862], [4.57182, 1.23464, 1.13358], [-3.43547, -2.05339, -0.45894], [3.21082, -0.25367, -3.93731], [2.76388, -3.43540, -0.53703], [-0.50840, -4.88137, 1.30589], [1.06807, -1.15945, -1.69595], [-2.07047, 1.64348, -2.96851], [-1.68742, -2.35245, -0.70755], [-0.31633, 1.66453, -2.62928], [0.72409, -2.06798, 1.68859], [3.84858, 1.07821, -1.78160], [-2.44910, -1.57997, -0.57208], [-0.33026, -5.94518, 1.42098], [-3.08851, -0.03741, 1.09436], [0.29184, -2.50898, -2.36042], [4.33747, 2.56042, 4.68053], [-1.30774, 0.17912, -1.69897], [3.38308, 2.27306, 4.25918], [1.83893, -4.44526, 3.72180], [2.24173, -4.63375, 2.73244], [-0.44343, 1.26965, 1.19138], [2.34802, -5.70869, 2.62529], [4.58844, 0.40363, -2.17994], [1.13369, -3.88791, 1.35071], [1.71792, -2.30739, -7.78568], [0.71260, -2.40589, -4.08567], [5.61371, 1.83608, 2.90750], [3.35238, 1.68763, 3.00148], [2.24751, 3.04567, 6.26672], [4.58643, 1.56588, 2.31066], [2.12123, -4.26795, -0.25881], [-2.72751, 0.37150, 2.03670], [-4.01966, -0.58963, 1.26215], [-0.20010, -2.04626, 2.29940], [-2.06923, -0.90779, 0.60566], [3.48373, 4.09168, -0.31255], [-1.17605, 1.02411, -2.82256], [3.24054, -4.20815, 2.70068], [1.56756, 1.46726, -1.14146], [-0.03355, -3.10598, -5.01490], [-0.87345, -3.69168, -4.67628], [-2.45914, -1.22020, -2.71934], [0.97711, 2.19843, 4.34835], [-1.43659, 1.48135, 3.16237], [1.92839, 2.65639, -0.66928], [-1.16030, -4.57138, 2.11659], [2.07931, 0.56902, 1.32680], [0.43512, -0.22409, 0.37811], [1.80278, -1.63545, -4.48324], [2.15566, -1.60109, -5.82157], [3.23563, 3.12033, -0.71423], [1.52327, -1.70629, 2.36245], [2.75926, -5.13501, -0.11518], [0.32591, -3.06815, -6.35403], [0.92445, 1.62225, 3.10752], [-1.00579, 0.44169, -3.74083], [-3.36590, -0.00852, -1.77394]],
  "mulliken_charge": [0.406, 0.287, -0.643, 0.754, 0.360, 0.411, 0.304, -0.648, 0.507, 0.013, -0.744, 0.418, -0.785, 1.328, -0.835, 0.657, 0.285, -0.604, -0.081, -0.548, 0.548, 0.267, 0.202, -1.137, -0.147, 0.348, -0.395, 0.148, -0.405, -0.710, -0.057, 0.358, -0.843, -0.102, 0.655, 0.467, -0.252, 0.338, -1.189, -0.451, 0.322, 0.565, 0.359, 0.401, 0.752, -0.707, -0.902, 1.067, 1.000, -1.049, 0.253, 0.296, 0.255, 0.168, 0.461, -1.005, 0.317, 0.215, -0.654, 0.478, 0.293, -0.253, -0.787, -0.584, 0.332, 0.138, -0.197, -0.031, -0.757, -0.657, 0.311, 0.489, -0.793, 0.632, 0.303, 0.485],
  "e_tot_ev": -93807.7786,
  "orbital_gap_ha": 0.27147,
  "e_above_lowest_kj_mol": 116.4,
  "lumo_ev": -0.81
}



2.
{
  "formula": "C27H32N6O2PdS3",
  "method": "ωB97M-V/def2-TZVPD",
  "species": ["C", "H", "H", "H", "C", "C", "H", "H", "H", "C", "C", "H", "C", "H", "C", "H", "N", "C", "C", "C", "S", "N", "H", "C", "H", "H", "S", "H", "H", "C", "H", "C", "C", "H", "H", "O", "H", "C", "H", "C", "H", "N", "C", "H", "H", "N", "C", "H", "C", "H", "N", "H", "C", "Pd", "C", "N", "O", "S", "C", "H", "H", "C", "H", "C", "H", "C", "H", "C", "H", "C", "H"],
  "positions_angstrom": [[3.38105, 2.48245, -0.48671], [1.02937, -6.19505, 1.65055], [-2.64226, 1.01577, 2.42768], [-5.05454, 2.88379, -1.50475], [-2.94876, 2.43915, -1.88299], [-3.21247, 1.26603, -2.86168], [-1.45378, 4.13871, -1.72058], [4.59850, 3.02005, 1.19833], [-2.01963, 3.71151, -3.34516], [3.06049, -5.89971, 0.84174], [1.73677, -5.56809, 1.11158], [-4.35474, 3.82390, -2.80863], [3.84385, -4.99662, 0.13697], [-0.84118, 2.66719, -2.44216], [1.21871, -2.46513, -4.25567], [3.64644, 1.47140, -0.91331], [-0.00705, -2.03923, -0.05153], [3.56950, 2.64144, 1.02094], [-3.15523, 0.11404, 4.36459], [0.78758, -0.16092, -3.63824], [-0.22677, 4.07763, 1.48656], [2.55102, 3.60249, 1.42087], [3.47574, -6.83046, 1.20237], [1.91710, -0.86652, 0.48614], [-2.23417, 2.64230, 0.05671], [-0.72101, -0.18477, 6.76194], [1.18638, 0.97209, 5.09797], [-0.73088, -2.22719, -0.73894], [-3.21318, -0.62591, 6.42487], [1.07667, -0.51231, -2.31608], [0.52987, -0.99098, -5.62526], [1.43918, -1.76888, -1.95976], [-4.16536, 3.42542, -1.82126], [-3.28664, 0.20202, 0.24575], [0.95115, 0.21745, -1.55156], [3.11505, -0.61304, 0.55444], [3.91888, -3.06110, -0.83502], [-2.32971, 0.74749, 3.43591], [-4.19549, -0.11339, 4.14950], [1.24084, 3.20621, 0.99227], [-4.01621, 0.67164, -2.48936], [-2.59304, 1.91071, -0.57056], [1.51079, -2.74165, -2.93029], [3.47734, 1.71785, 1.54226], [1.79221, -3.74113, -2.62288], [-3.53986, 1.16150, 0.12244], [-0.26884, -0.98782, 0.80699], [2.53806, 3.73061, 2.45647], [1.24512, -4.36793, 0.69641], [-3.98513, 4.31280, -1.14512], [-1.02192, 0.95243, 3.65078], [1.22171, -3.27009, -4.97047], [1.99327, -3.48134, -0.06742], [0.29453, 1.93396, 2.19442], [-1.74725, 3.28564, -2.38327], [0.87639, -0.30498, 1.14754], [-1.42358, -0.67447, 1.03734], [1.55578, 2.65474, -0.69871], [3.32144, -3.80903, -0.33725], [-3.43102, 1.66626, -3.88187], [-2.29677, 0.65603, -2.95975], [0.83178, -1.17124, -4.61045], [-4.46813, 1.15600, -0.25969], [1.38605, -2.10390, -0.44987], [4.90446, -5.29793, -0.05449], [-1.27653, 0.05256, 5.86081], [3.93903, 3.27604, -1.00152], [-2.59370, -0.21770, 5.61040], [0.48731, 0.82597, -3.89540], [-0.46661, 0.61437, 4.82415], [0.27206, -4.05913, 1.06997]],
  "mulliken_charge": [-0.491, 0.371, 0.223, 0.383, 1.389, -1.538, 0.337, 0.309, 0.489, -0.363, -0.695, 0.433, -0.700, -0.001, -0.805, 0.166, 0.031, -0.539, -0.957, -0.825, -0.514, -0.431, 0.374, -0.524, 0.008, 0.323, -0.539, 0.293, 0.284, 0.391, 0.374, -0.358, -1.677, 0.098, 0.112, -0.751, 0.458, 0.159, 0.383, -0.035, 0.401, 0.465, -0.309, 0.312, 0.365, -0.708, -0.257, 0.359, -0.287, 0.312, 0.012, 0.388, -1.181, 0.396, -1.315, 0.467, -0.658, -0.174, -0.139, 0.398, 0.226, -0.571, 0.264, 2.647, 0.273, -0.728, 0.419, -0.073, 0.536, 0.160, 0.357],
  "e_tot_ev": -77541.7532,
  "orbital_gap_ha": 0.19925,
  "total_charge": -2,
  "e_above_lowest_kj_mol": 1.4,
  "lumo_ev": 4.37
}



3.
{
  "formula": "C27H32N8OSV",
  "method": "ωB97M-V/def2-TZVPD",
  "species": ["H", "N", "C", "S", "H", "H", "H", "C", "H", "C", "N", "C", "V", "N", "H", "H", "C", "H", "N", "C", "H", "H", "H", "C", "N", "C", "O", "N", "C", "H", "H", "H", "H", "H", "C", "C", "C", "C", "H", "N", "H", "H", "C", "H", "C", "C", "C", "C", "H", "C", "H", "C", "H", "H", "H", "H", "C", "C", "H", "H", "C", "C", "H", "H", "C", "C", "H", "C", "H", "N"],
  "positions_angstrom": [[-5.04153, 0.14762, 0.29325], [-4.45930, 0.51632, -2.31626], [3.97694, -2.12307, -6.02742], [2.35635, -2.17194, -1.80420], [-5.17138, -1.39009, -0.55991], [-3.47420, -1.95325, -2.37997], [2.65277, 0.18380, 6.30792], [-1.10989, 2.41576, 1.14135], [-2.12861, -0.80064, 2.21051], [3.09181, 1.71157, -1.44906], [-2.75437, -0.34549, 1.55269], [-2.76880, -1.24365, -1.93400], [0.94842, 0.22959, 0.02880], [-0.62144, -1.39080, -0.58304], [-3.32367, 0.28512, 2.10940], [-3.45716, -3.22625, -0.06093], [4.22543, -1.06072, -5.16766], [4.84538, -0.23192, -5.48691], [2.22336, 1.90536, -0.43303], [2.87378, -1.13869, 4.63037], [-2.14374, -0.85989, -2.74512], [-2.13554, -2.93657, 1.02856], [-1.48491, 2.65761, 0.16210], [2.87028, -2.13387, -3.49171], [-0.66742, 2.32323, 3.26954], [0.10758, 1.40998, 2.65146], [1.26250, -0.86416, 1.39569], [2.17023, -0.47749, -1.51242], [-3.56952, -0.13560, -1.26706], [-2.92095, 0.65428, -0.88640], [-0.68782, 2.49535, 4.26269], [-0.32198, -1.85192, 0.27755], [-4.29212, -1.82936, 1.62220], [1.09172, 1.67191, 5.17567], [2.35675, -0.02883, 5.29073], [3.67697, -1.08241, -3.89888], [-4.46000, -0.66304, -0.15437], [3.11770, 4.09638, -0.11668], [-1.65820, -2.97521, -1.43800], [3.88688, 0.01427, -3.01242], [-2.12281, 3.75609, 2.59639], [4.42056, -2.12353, -7.01294], [2.24229, 3.07402, 0.21381], [4.67115, 2.54042, -2.66188], [3.99756, 3.90310, -1.16296], [1.62168, -0.56185, 2.67679], [3.04569, 0.34185, -2.03382], [-1.92780, -2.04426, -0.93416], [0.03711, -1.74687, -1.28049], [2.59295, -3.17458, -4.36192], [1.53186, 3.18848, 1.01958], [-3.60641, -1.34889, 0.91625], [-5.12571, -0.16426, -2.69501], [-3.92325, 0.88779, -3.10408], [4.69428, 4.67780, -1.45274], [4.57163, 0.69109, -3.31030], [2.50900, -1.41039, 3.32304], [-1.43472, 2.97298, 2.33215], [-5.00768, 1.28262, -1.91675], [3.09959, 5.01947, 0.44434], [1.07446, 0.55373, 3.32514], [-2.76647, -2.45053, 0.27970], [3.56799, -1.79376, 5.13857], [1.96842, -3.99910, -4.04438], [3.98249, 2.68864, -1.84312], [3.16293, -3.17218, -5.62917], [2.97501, -3.99671, -6.30187], [1.46680, 0.80544, 4.64548], [2.89971, -2.26976, 2.79601], [-0.15289, 1.44183, 1.34378]],
  "nbo_charge": [0.231, -0.669, -0.162, 0.495, 0.231, 0.234, 0.251, -0.090, 0.372, 0.148, -0.864, -0.433, 1.606, -0.885, 0.376, 0.246, -0.218, 0.233, -0.519, -0.134, 0.225, 0.233, 0.221, -0.268, -0.487, 0.399, -0.703, -0.794, -0.039, 0.231, 0.451, 0.407, 0.215, 0.215, -0.197, 0.185, -0.437, -0.196, 0.223, -0.535, 0.259, 0.251, 0.088, 0.238, -0.092, 0.280, 0.488, -0.029, 0.392, -0.175, 0.226, -0.045, 0.447, 0.445, 0.265, 0.428, -0.235, -0.049, 0.450, 0.264, -0.140, -0.420, 0.250, 0.238, -0.189, -0.175, 0.250, -0.163, 0.246, -0.592],
  "spin_multiplicity": 3,
  "e_tot_ev": -78989.5085,
  "orbital_gap_ha": [0.24925, 0.25348],
  "s_squared": 2.02,
  "total_charge": 3,
  "e_above_lowest_kj_mol": 117.6,
  "lumo_ev": [-8.70, -8.62]
}